1.
Below is a cluster of 4 separate species, C3H14N2O2 in total, with properties calculated with ωB97M-V/def2-TZVPD.

Geometry as XYZ:
```
21
Properties=species:S:1:pos:R:3:forces:R:3
N -2.37687 -0.52143 1.45799 0.9792 0.0662 0.8440
C 1.03619 -1.68254 -0.10556 -0.0363 0.1970 -0.2144
C 0.95285 -0.57828 -1.16979 1.0858 -0.1433 2.2187
N 1.30205 0.62750 -0.53395 -0.9807 -0.3323 -0.3355
C 0.48068 1.78610 -0.69862 1.0046 0.1552 -1.2320
H -1.99055 -0.37472 0.53374 -0.7967 -0.2450 -0.2197
H 0.28583 -1.43261 0.64301 -0.1399 -0.1643 0.0575
H 0.83606 -2.67574 -0.50963 0.1346 0.1524 -0.1117
H 1.98745 -1.65177 0.42220 0.1396 -0.2041 -0.0427
H -0.14250 -0.45992 -1.49574 -1.3644 0.4530 -0.4931
H 1.64238 -0.79415 -1.99449 -0.6563 0.3040 -0.7451
H 1.54661 0.53282 0.51384 0.2494 0.0357 1.8231
H -0.36455 1.63552 -0.02657 -0.2523 -0.0123 0.1027
H 0.09831 1.83594 -1.71336 -0.0236 0.2247 0.0179
H 1.04842 2.67195 -0.40627 -0.1367 0.0269 0.1139
H -3.27946 -0.88572 1.68180 -0.1560 0.0704 -0.4761
H 1.52109 1.30070 2.34732 -0.0676 0.0428 -0.1082
O 1.17623 0.49598 1.93856 0.1905 -0.1885 -0.8903
H -1.94752 0.03005 2.17893 -0.0654 0.0159 0.0785
H -2.15461 0.12331 -1.94296 0.1333 -0.0927 -0.0279
O -1.65810 0.01701 -1.12047 0.7588 -0.3616 -0.3595
```
Positions in Å, forces in eV/Å.

Calculated values
- E_tot (a.u.) = -382.41189
- highest occupied orbital energy (eV) = -8.43
- total charge = 0
- energy above the lowest of the compared OMol25 structures with the same formula, charge and spin (eV) = 7.8337
- molecular weight (g mol⁻¹) = 110.157

2.
Below is a cluster of 3 separate species, C20H45N3PS in total, with properties calculated with ωB97M-V/def2-TZVPD.

Geometry as XYZ:
```
70
Properties=species:S:1:pos:R:3:forces:R:3
C 1.18036 -1.15428 -0.41401 -0.3043 0.0757 0.0820
C 0.04813 -2.16755 -0.30753 0.3135 -0.3409 -0.2288
C 0.51259 -3.46850 0.36521 -0.1420 0.2378 0.2184
C 0.10162 -3.51415 1.83531 0.4569 0.0505 -0.1232
C 0.93297 -4.49614 2.70146 -0.4401 0.2165 -0.1985
C 2.07356 -3.81106 3.35257 0.4382 0.2687 0.4405
C 2.15961 -3.05931 4.50585 -0.1141 0.0160 -0.3103
P 0.88576 -2.66040 5.74229 -1.2464 -0.3473 -0.1718
S -0.94882 -3.05627 5.28708 0.3713 -0.0179 -0.0847
N 3.46142 -2.60083 4.59135 0.0122 -0.1941 -0.1926
C 4.16620 -3.07073 3.57029 0.0754 0.0528 -0.1193
N 3.35635 -3.79177 2.81028 -0.3393 -0.1637 0.3069
N 3.68340 -4.43149 1.61582 -0.0176 0.0891 -0.1189
H 1.89363 -1.43478 -1.18330 0.1566 -0.1029 -0.0489
H 0.78838 -0.17376 -0.67031 0.0527 0.1779 -0.0144
H 1.70573 -1.07455 0.53816 0.1099 0.1112 0.1052
H -0.30175 -2.40979 -1.30730 -0.2134 0.1456 -0.1155
H -0.78013 -1.73108 0.24459 -0.2298 -0.0075 0.0299
H 0.11798 -4.33859 -0.15262 -0.0050 -0.1745 -0.0568
H 1.59760 -3.50765 0.30058 0.1870 -0.1459 -0.1039
H 0.22971 -2.51253 2.24238 -0.1410 0.1133 0.1941
H -0.94878 -3.76298 1.93367 -0.1832 -0.0229 0.0138
H 0.28849 -4.90404 3.46951 0.0138 -0.0834 0.2441
H 1.27999 -5.32862 2.09643 0.0722 -0.1324 -0.0916
H 1.34858 -3.35583 6.86852 0.3212 0.2332 0.0824
H 1.09741 -1.29905 6.00537 0.5003 -0.0254 0.0981
H 3.84497 -1.99420 5.29722 -0.0172 0.0518 0.1164
H 5.20450 -2.88466 3.37665 0.1616 0.0253 -0.0114
H 4.67327 -4.33149 1.43257 0.0681 0.0620 0.0051
H 3.45544 -5.41465 1.70111 0.0373 -0.0959 0.0313
C -5.16187 0.97642 2.51684 -0.0151 0.0236 -0.0873
C -4.65926 0.65856 1.11147 -0.0216 -0.0298 0.0908
C -3.16081 0.37125 1.05219 0.0676 -0.0509 -0.0418
C -2.26192 1.52936 1.48845 -0.0155 0.0013 0.0690
C -2.44997 2.82186 0.69679 0.1070 -0.0326 -0.0597
C -2.12644 2.67166 -0.78669 -0.0594 0.0824 0.0436
H -4.70048 1.88056 2.91670 0.0028 -0.0039 0.0124
H -6.24051 1.13362 2.51566 -0.0056 -0.0031 0.0243
H -4.94499 0.15444 3.20250 0.0197 0.0083 0.0198
H -4.91081 1.48177 0.43802 0.0141 -0.0031 -0.0212
H -5.19374 -0.21624 0.73324 -0.0094 0.0114 -0.0276
H -2.89703 0.06837 0.03412 0.0053 0.0073 0.0003
H -2.94227 -0.49333 1.68978 -0.0203 -0.0106 0.0043
H -1.21632 1.21082 1.39851 0.0047 0.0089 -0.0097
H -2.42249 1.73485 2.55077 -0.0049 -0.0109 -0.0067
H -1.79954 3.58839 1.12576 -0.0208 0.0166 0.0085
H -3.47128 3.19194 0.81480 -0.0119 -0.0146 0.0187
H -1.09742 2.33065 -0.92841 -0.0023 -0.0239 -0.0175
H -2.23392 3.62557 -1.30394 0.0240 -0.0134 -0.0350
H -2.79039 1.95741 -1.27583 0.0099 -0.0114 -0.0132
C 1.58685 5.21667 -5.34416 -0.0481 -0.0622 -0.0523
C 0.38324 4.28992 -5.19753 0.0561 0.0676 0.0237
C 0.22027 3.72161 -3.78945 -0.0616 -0.0291 0.0371
C 1.38228 2.85672 -3.30016 0.0381 0.0407 0.0032
C 1.70037 1.64900 -4.17872 -0.0465 -0.0737 0.0770
C 0.54609 0.65655 -4.28897 0.1036 0.0086 -0.0551
H 2.52592 4.69317 -5.15783 0.0071 0.0084 0.0092
H 1.63744 5.62935 -6.35198 0.0153 0.0196 0.0044
H 1.52134 6.05198 -4.64418 0.0206 -0.0019 0.0203
H 0.45650 3.47777 -5.92598 -0.0163 -0.0172 0.0036
H -0.52340 4.84379 -5.45212 -0.0125 -0.0191 -0.0186
H -0.70712 3.14323 -3.74310 0.0021 0.0032 0.0063
H 0.09049 4.55070 -3.08655 -0.0127 0.0126 -0.0055
H 1.14826 2.50582 -2.28851 0.0040 -0.0121 0.0029
H 2.28119 3.47177 -3.20255 -0.0096 0.0077 -0.0029
H 2.57023 1.13598 -3.75827 0.0186 0.0046 -0.0290
H 1.99647 1.97638 -5.17835 0.0085 0.0244 -0.0004
H 0.24729 0.29569 -3.30117 -0.0352 0.0173 0.0068
H 0.83769 -0.20746 -4.88778 -0.0375 -0.0204 0.0066
H -0.32814 1.10417 -4.76255 -0.0169 -0.0035 0.0129
```
Positions in Å, forces in eV/Å.

Calculated values
- E_tot (a.u.) = -1692.59579
- highest occupied orbital energy (eV) = -12.19
- total charge = +1
- molecular weight (g mol⁻¹) = 390.642

3.
Below is a cluster of 3 separate species, C10H21N2O4S in total, with properties calculated with ωB97M-V/def2-TZVPD.

Geometry as XYZ:
```
38
Properties=species:S:1:pos:R:3:forces:R:3
N 2.59488 1.40302 0.32724 0.0622 0.0612 0.0083
N 1.35207 1.92278 -0.12149 0.0116 0.0125 -0.0184
C 0.19596 1.24707 0.40941 -0.0385 -0.0213 0.0740
S 0.19636 -0.58181 0.12985 0.1398 -0.0848 0.1046
C -1.05887 1.99769 -0.17098 0.0163 -0.2425 0.1304
O -1.56935 1.54082 -1.21113 0.1838 0.1314 -0.0806
O -1.36724 2.99286 0.51213 -0.2586 0.1319 0.0021
H 3.26519 2.16095 0.33569 -0.0316 -0.0170 -0.0627
H 2.93894 0.66163 -0.27655 -0.0483 -0.0607 0.0785
H 1.27898 1.93444 -1.13438 0.0396 -0.0196 0.0115
H 0.19119 1.32795 1.49719 0.0731 0.1175 -0.0801
H 0.71482 -0.56781 -1.10195 -0.1847 -0.0228 -0.1476
C 2.26513 -3.24516 -4.78173 0.0138 0.0338 0.0043
C 1.54619 -1.96956 -5.22391 -0.0173 -0.0295 0.0194
C 0.60021 -1.73234 -4.05124 0.0086 0.0555 -0.0336
O 1.27634 -2.23351 -2.89944 0.0205 -0.0156 0.1039
C 2.40645 -3.00497 -3.28137 -0.0229 -0.0083 -0.0802
H 3.22480 -3.40224 -5.27410 -0.0014 0.0059 -0.0061
H 1.63549 -4.11768 -4.96915 -0.0086 0.0002 0.0034
H 2.25753 -1.14565 -5.31231 0.0043 0.0012 0.0076
H 1.01943 -2.07054 -6.17237 0.0046 -0.0056 -0.0014
H -0.34044 -2.27713 -4.18332 0.0062 -0.0146 0.0012
H 0.36135 -0.68239 -3.88180 -0.0173 -0.0018 -0.0021
H 3.32341 -2.44658 -3.05841 -0.0009 0.0060 0.0004
H 2.41584 -3.92443 -2.69358 0.0081 -0.0077 -0.0092
C -3.32208 0.87241 4.05006 -0.0221 0.0475 -0.0524
C -2.81449 1.80468 5.14910 0.0026 -0.0222 0.0043
C -1.33613 1.43029 5.19538 -0.0196 0.0687 0.0035
O -0.97780 1.05160 3.87875 0.0315 -0.0811 0.0154
C -2.15676 0.90040 3.06781 -0.0040 -0.0181 0.0160
H -4.25164 1.20707 3.59047 -0.0043 0.0036 0.0098
H -3.47567 -0.13385 4.44896 0.0150 -0.0063 -0.0011
H -2.93142 2.84533 4.84090 0.0055 -0.0003 -0.0144
H -3.31221 1.66864 6.11032 -0.0044 -0.0037 -0.0034
H -1.17062 0.58907 5.88288 0.0039 -0.0051 -0.0108
H -0.69524 2.25752 5.51013 -0.0075 0.0006 0.0141
H -2.22641 1.73966 2.37094 0.0486 0.0096 0.0054
H -2.05421 -0.02022 2.49200 -0.0078 0.0014 -0.0138
```
Positions in Å, forces in eV/Å.

Calculated values
- E_tot (a.u.) = -1202.28076
- highest occupied orbital energy (eV) = -4.04
- total charge = -1
- molecular weight (g mol⁻¹) = 265.355